# C3H3LiO4Ru

A molecular structure, C3H3LiO4Ru in a non-equilibrium geometry (ωB97M-V/def2-TZVPD, the Open Molecules 2025 dataset).

Computed properties:
- HOMO level (spin up / spin down): -18.97 / -19.60 eV
- ⟨S²⟩: 12.01
- Charge: +2
- Spin multiplicity: 7
- LUMO level (spin up / spin down): -10.20 / -13.29 eV

Last column: Mulliken charge in e.
Cartesian coordinates (Å):
Ru 0.3567 1.9489 -0.3220  1.210
O 1.6075 0.5116 -0.3142  -0.912
O -2.0694 -1.2065 0.2994  -0.179
O 0.1822 -1.0160 0.5963  -0.254
O 2.2771 -1.5059 0.1720  -0.631
C -1.4328 0.9284 0.1308  -0.774
C 1.3777 -0.6546 0.1992  1.097
C -1.0464 -0.5395 -0.1520  -0.008
Li 3.5542 0.0169 -0.0764  0.897
H -2.2640 1.2417 -0.5143  0.583
H -1.7067 0.9540 1.2110  0.505
H -0.8360 -0.6791 -1.2298  0.466

=====

# C4H7NS

C4H7NS in the gas phase in a non-equilibrium geometry (ωB97M-V/def2-TZVPD, the Open Molecules 2025 dataset).

Computed properties:
- HOMO level: -7.90 eV
- SMILES string: C/C(N)=C\C=S
- LUMO level: 0.05 eV
- ΔE to the lowest compared entry with this formula, charge and spin: 78.4 kJ/mol

Last column: Mulliken charge in e.
Cartesian coordinates (Å):
S 2.2582 0.8244 2.7227  -0.294
N -1.5962 0.6501 -0.6532  -0.415
C 0.0567 -1.0436 -1.0284  -1.194
C 0.2362 0.7091 0.8948  -0.316
C 1.4600 0.2584 1.3963  -0.554
C -0.3876 0.1635 -0.2181  1.101
H -2.1324 0.1679 -1.3620  0.203
H -2.0143 1.4532 -0.2361  0.193
H -0.6395 -1.8966 -0.8507  0.302
H 1.0717 -1.3725 -0.7325  0.336
H -0.2589 1.5836 1.3603  0.213
H 0.0467 -0.9223 -2.1382  0.315
H 1.8995 -0.5753 0.8451  0.110

=====

# C5H21NO6

5 unconnected molecules or ions with the total composition C5H21NO6 in a non-equilibrium geometry (ωB97M-V/def2-TZVPD, the Open Molecules 2025 dataset).

Computed properties:
- HOMO level (spin up / spin down): -14.47 / -14.43 eV
- ⟨S²⟩: 0.76
- Charge: +1
- Spin multiplicity: 2
- LUMO level (spin up / spin down): -3.00 / -8.48 eV
- ΔE to the lowest compared entry with this formula, charge and spin: 290.7 kJ/mol

Last column: Mulliken charge in e.
Cartesian coordinates (Å):
O -0.7911 -0.3344 3.2424  -0.603
O 1.5752 1.6298 2.0440  -0.651
O 0.1575 -2.4313 -0.6252  -0.482
O -2.8588 -1.9267 0.6581  -0.643
O 0.3746 3.0193 -1.0503  -0.458
O 1.3234 -0.9609 1.9029  -0.629
N -1.1596 0.1688 -1.3127  -0.034
C 1.2926 -1.8369 -1.0730  -0.353
C 1.1025 -0.5119 -1.8931  -1.215
C 0.6596 1.9703 -1.9144  -0.750
C -1.9765 0.9759 -0.4508  -0.438
C 0.2388 0.6023 -1.2482  1.395
H 0.4231 0.7386 -0.0964  -0.819
H 1.8953 -1.4898 -0.2536  -0.027
H 0.3924 -0.7291 -2.7239  0.363
H -1.7253 0.3492 0.5864  0.061
H -1.5140 0.2111 -2.3025  0.355
H 0.1534 -0.0707 3.3604  0.365
H -3.1439 0.8554 -0.5451  0.438
H -2.2329 -2.6745 0.8876  0.340
H 0.3300 2.3000 -2.8753  0.345
H 1.3863 -1.3361 2.8243  0.294
H 1.9647 -0.3096 -2.5525  0.707
H 1.8047 1.7978 -2.0676  0.369
H 1.8796 -2.4673 -1.7030  0.452
H -0.7476 -0.8431 2.4530  0.323
H 0.6642 1.5980 1.7657  0.362
H -2.4685 -0.9788 0.8409  0.184
H 1.8910 0.8310 1.6323  0.413
H 2.1542 -1.3899 1.5734  0.295
H 1.0872 3.0991 -0.4502  0.372
H -1.5320 2.0623 -0.2169  0.260
H -0.6943 -1.9008 -0.8474  0.411

=====

# C28H30N6O3

C28H30N6O3 in the gas phase in a non-equilibrium geometry (ωB97M-V/def2-TZVPD, the Open Molecules 2025 dataset).

Computed properties:
- HOMO level: -8.66 eV
- SMILES string: O=C(NCc1ccco1)[C@@H](c1ccncc1)N(CCC1=CCCCC1)C(=O)Cn1nnc2ccccc21
- LUMO level: 0.39 eV
- ΔE to the lowest compared entry with this formula, charge and spin: 0.4 kJ/mol

Last column: Mulliken charge in e.
Cartesian coordinates (Å):
O 4.2026 -2.4410 -1.2451  -0.350
O 0.4468 -0.2793 1.7862  -0.684
O -0.4435 -0.4415 -2.5502  -0.725
N 0.9497 -0.9683 -0.8455  0.360
N 1.1980 3.8988 0.7184  -0.673
N -2.3356 -3.7310 2.0653  -0.646
N -0.9252 0.9022 0.4420  0.651
N 1.4109 2.6968 1.2779  0.832
N 2.1428 4.1998 -0.0691  -0.707
C -4.5860 0.6742 0.4063  -0.332
C 3.6224 -4.2363 -0.0681  -0.800
C 4.6515 -3.5510 -0.6305  -0.542
C -1.8070 -3.8579 0.8616  -0.708
C -5.4129 1.1002 -2.2384  -1.057
C -0.2256 -0.5902 -1.3654  -0.700
C 2.8629 -2.4114 -1.0863  -0.096
C -1.3078 -0.2994 -0.3018  2.107
C -5.5843 -0.2777 -0.1725  -0.993
C -4.1087 1.7459 -1.7782  -0.500
C -2.2001 -1.3621 1.8192  -0.303
C 0.4404 2.0738 2.1324  -1.819
C 2.4522 -3.4931 -0.3637  0.306
C 2.5755 2.1770 0.7967  1.118
C -1.4284 2.1522 -0.1043  -0.566
C -2.8690 2.4581 0.3427  -1.446
C -5.4999 -0.3212 -1.6952  -0.599
C 2.1076 -1.2596 -1.6584  -0.863
C -0.0408 0.7906 1.4442  1.076
C -3.8975 1.5640 -0.2978  0.886
C 3.0479 3.1810 -0.0848  0.407
C -1.6278 -1.4945 0.5597  0.364
C 3.2647 0.9869 1.0002  -0.656
C 4.4314 0.8295 0.2878  -0.565
C -1.4398 -2.7821 0.0688  -0.762
C 4.9089 1.8169 -0.5886  -0.537
C 4.2392 3.0001 -0.7883  -0.677
C -2.5256 -2.5074 2.5263  -0.955
H 5.8312 1.6315 -1.1183  0.395
H -4.1165 2.8141 -2.0109  0.456
H 1.7486 -1.4717 -2.6729  0.461
H -1.6715 -4.8741 0.5147  0.480
H 2.7762 -0.3897 -1.7116  0.224
H 4.9993 -0.0817 0.4006  0.408
H -2.9295 2.3725 1.4300  0.230
H 3.6798 -5.1502 0.4860  0.464
H -2.9646 -2.4433 3.5134  0.418
H -3.0759 3.4966 0.0733  0.484
H 5.7062 -3.7376 -0.6665  0.482
H 4.6016 3.7627 -1.4577  0.443
H -0.7835 2.9809 0.1859  0.563
H 0.9125 1.7757 3.0744  0.437
H -4.6106 -0.8784 -1.9987  0.205
H -2.2247 -0.0511 -0.8456  -0.577
H -2.3761 -0.3887 2.2483  0.530
H 1.0343 -1.0634 0.1617  0.165
H -3.2772 1.3048 -2.3381  0.291
H -1.3861 2.0780 -1.1942  0.389
H -6.3719 -0.8347 -2.1031  0.407
H -1.0243 -2.9429 -0.9142  0.626
H -6.2598 1.6795 -1.8647  0.358
H 2.8951 0.2272 1.6705  0.444
H 1.4495 -3.7316 -0.0736  0.612
H -6.5884 0.0324 0.1363  0.408
H -5.4145 -1.2732 0.2475  0.329
H -5.4587 1.0970 -3.3285  0.418
H -0.3564 2.7912 2.3298  0.278
H -4.4450 0.6016 1.4767  0.331

=====

# C4H12NO2

A molecular structure, C4H12NO2 in a non-equilibrium geometry (ωB97M-V/def2-TZVPD, the Open Molecules 2025 dataset).

Computed properties:
- HOMO level (spin up / spin down): 1.93 / 1.31 eV
- ⟨S²⟩: 0.76
- Charge: -2
- Spin multiplicity: 2
- LUMO level (spin up / spin down): 6.95 / 6.90 eV
- ΔE to the lowest compared entry with this formula, charge and spin: 365.8 kJ/mol

Last column: Mulliken charge in e.
Cartesian coordinates (Å):
O 4.6309 0.0594 1.7316  -1.089
O 2.7918 -0.0669 -0.0319  -0.565
N -2.1644 -0.0135 -0.0079  -0.567
C -3.5302 -0.1098 -0.3751  -0.897
C -1.5649 -1.2789 -0.1701  -0.973
C 0.9744 1.4130 -0.6705  -0.841
C 1.7660 0.7260 0.3718  -0.189
H 5.4869 -0.2452 1.4148  0.133
H 1.9324 1.1978 1.3407  0.294
H 0.6051 0.2975 -0.1336  0.152
H 3.5500 -0.0697 0.7189  0.499
H -4.0846 -0.9619 0.1169  0.245
H 1.3619 1.3579 -1.6837  0.249
H -2.1777 -2.0972 0.3050  0.347
H -0.5976 -1.3326 0.3682  0.274
H -4.0535 0.8082 -0.0891  0.266
H -3.6935 -0.1921 -1.4943  0.175
H 0.1927 2.1342 -0.4790  0.329
H -1.4256 -1.6260 -1.2328  0.158

=====

# H24HeO12

A molecular structure, H24HeO12 (ωB97M-V/def2-TZVPD, the Open Molecules 2025 dataset).

Computed properties:
- HOMO level: -10.15 eV
- LUMO level: -0.18 eV
- ΔE to the lowest compared entry with this formula, charge and spin: 32.2 kJ/mol

Last column: Mulliken charge in e.
Cartesian coordinates (Å):
O -2.7438 -0.7473 1.2398  -0.628
O -1.2058 4.5571 -0.5004  -0.705
O 3.1188 0.5697 1.9810  -0.741
O -0.0050 -4.0694 -0.1105  -0.705
O -0.5713 -2.5542 2.2477  -0.685
O -1.5685 2.6451 1.3478  -0.696
O 1.1535 -2.0296 -1.5383  -0.742
O 0.3683 3.3268 -2.3604  -0.648
O -0.8203 -0.2580 -2.9272  -0.717
O 0.2966 0.0296 2.9927  -0.615
O -3.2279 -0.3065 -1.4272  -0.711
O 3.5375 -0.3398 -0.7866  -0.689
He -0.0655 0.2516 0.1573  0.019
H -0.8848 -0.7537 -3.7435  0.313
H -1.9074 1.7603 1.2122  0.295
H -0.7226 -3.2281 2.9104  0.259
H 3.7017 1.3232 1.8879  0.328
H 4.3723 -0.7938 -0.6716  0.308
H 0.0133 -0.7660 2.5421  0.351
H -2.0501 -1.3461 1.5163  0.365
H -0.1402 2.9417 -3.0741  0.304
H -2.8068 -0.8739 0.2931  0.348
H -0.2049 -0.7580 -2.3908  0.397
H -0.9341 5.3755 -0.0849  0.309
H -3.4676 0.6134 -1.5396  0.304
H 0.2646 -3.2314 -0.4864  0.406
H 0.7257 -4.6603 -0.2924  0.302
H 1.1142 0.2731 2.5587  0.323
H -0.3759 -3.0432 1.4483  0.397
H 1.4422 -2.2320 -2.4282  0.317
H -1.2579 3.9283 0.2195  0.441
H -0.2799 3.7795 -1.8209  0.393
H 3.6422 -0.0824 2.4469  0.335
H -1.2329 2.6388 2.2442  0.295
H 1.8605 -1.4987 -1.1715  0.358
H 3.3162 -0.0192 0.0877  0.403
H -2.4547 -0.4223 -1.9794  0.413

=====

Repeat the third record exactly.
# C5H21NO6

5 unconnected molecules or ions with the total composition C5H21NO6 in a non-equilibrium geometry (ωB97M-V/def2-TZVPD, the Open Molecules 2025 dataset).

Computed properties:
- HOMO level (spin up / spin down): -14.47 / -14.43 eV
- ⟨S²⟩: 0.76
- Charge: +1
- Spin multiplicity: 2
- LUMO level (spin up / spin down): -3.00 / -8.48 eV
- ΔE to the lowest compared entry with this formula, charge and spin: 290.7 kJ/mol

Last column: Mulliken charge in e.
Cartesian coordinates (Å):
O -0.7911 -0.3344 3.2424  -0.603
O 1.5752 1.6298 2.0440  -0.651
O 0.1575 -2.4313 -0.6252  -0.482
O -2.8588 -1.9267 0.6581  -0.643
O 0.3746 3.0193 -1.0503  -0.458
O 1.3234 -0.9609 1.9029  -0.629
N -1.1596 0.1688 -1.3127  -0.034
C 1.2926 -1.8369 -1.0730  -0.353
C 1.1025 -0.5119 -1.8931  -1.215
C 0.6596 1.9703 -1.9144  -0.750
C -1.9765 0.9759 -0.4508  -0.438
C 0.2388 0.6023 -1.2482  1.395
H 0.4231 0.7386 -0.0964  -0.819
H 1.8953 -1.4898 -0.2536  -0.027
H 0.3924 -0.7291 -2.7239  0.363
H -1.7253 0.3492 0.5864  0.061
H -1.5140 0.2111 -2.3025  0.355
H 0.1534 -0.0707 3.3604  0.365
H -3.1439 0.8554 -0.5451  0.438
H -2.2329 -2.6745 0.8876  0.340
H 0.3300 2.3000 -2.8753  0.345
H 1.3863 -1.3361 2.8243  0.294
H 1.9647 -0.3096 -2.5525  0.707
H 1.8047 1.7978 -2.0676  0.369
H 1.8796 -2.4673 -1.7030  0.452
H -0.7476 -0.8431 2.4530  0.323
H 0.6642 1.5980 1.7657  0.362
H -2.4685 -0.9788 0.8409  0.184
H 1.8910 0.8310 1.6323  0.413
H 2.1542 -1.3899 1.5734  0.295
H 1.0872 3.0991 -0.4502  0.372
H -1.5320 2.0623 -0.2169  0.260
H -0.6943 -1.9008 -0.8474  0.411